Entry 1:
Density functional theory data (the ωB97M-V functional and the def2-TZVPD basis) for a molecular structure, C28H23HgN2O7S4 in a non-equilibrium geometry.

```
65
Properties=species:S:1:pos:R:3:forces:R:3
Hg -0.51978 -0.12467 2.47918 -0.104 -0.052 0.298
C 0.23580 -7.19976 0.67700 0.046 0.092 -0.061
C 0.64170 -5.75824 0.51436 -0.027 -0.007 0.008
C -0.28800 -4.73489 0.66543 0.011 0.014 -0.048
C 0.09488 -3.40761 0.57212 -0.096 0.167 0.037
C 1.41593 -3.09468 0.31363 0.155 0.299 0.173
C 2.35266 -4.10014 0.13711 0.099 0.003 -0.059
C 1.96329 -5.42525 0.23209 -0.056 0.008 0.031
S 1.97168 -1.38668 0.25741 0.268 -0.107 -1.157
O 3.23278 -1.43068 -0.46431 0.055 -0.070 0.342
O 0.92975 -0.61267 -0.37513 -0.115 -0.238 0.329
N 2.19172 -0.84048 1.75837 0.060 -0.303 0.305
C 2.98875 -1.63485 2.57406 0.073 0.515 -0.523
C 2.23775 -2.95510 3.35103 -0.469 -0.873 0.536
O 3.08683 -3.77751 3.70142 0.107 0.372 -0.159
O 1.02385 -2.88326 3.46582 0.299 0.204 -0.115
H -0.80546 -7.27443 0.98880 -0.001 -0.040 0.000
H 0.85764 -7.68505 1.43098 -0.025 -0.035 0.004
H 0.35599 -7.74775 -0.26065 -0.014 -0.037 0.016
H -1.32326 -4.97272 0.87976 -0.002 -0.020 0.037
H -0.62222 -2.61087 0.72863 0.002 -0.019 0.070
H 3.37576 -3.82315 -0.07730 0.018 -0.047 0.020
H 2.69903 -6.21209 0.10875 0.017 -0.003 0.016
H 3.35305 -1.06033 3.42734 -0.036 -0.030 -0.018
H 3.80603 -2.13089 2.04353 -0.061 -0.136 0.107
O -2.89518 0.75480 0.66118 -0.057 -0.038 0.365
S -3.26261 1.07928 -0.72562 0.334 -0.251 -0.765
C -1.76580 1.66147 -1.55705 -0.159 0.033 0.056
C -1.81561 1.89490 -2.92305 0.033 0.104 -0.066
C -0.65796 2.26631 -3.58281 -0.124 -0.036 -0.017
C 0.52768 2.40353 -2.86923 0.113 0.076 0.002
C 0.55810 2.17742 -1.50391 0.053 0.114 -0.096
C -0.59990 1.80488 -0.83675 -0.168 0.096 0.199
C -3.24345 -0.49520 -1.65511 -0.328 0.280 0.131
C -4.28045 -0.77906 -2.52895 0.004 0.057 0.071
C -4.29312 -1.99285 -3.20444 -0.001 -0.074 -0.018
C -3.28292 -2.91695 -2.97887 -0.003 0.019 -0.117
C -2.23857 -2.61451 -2.11253 0.014 0.044 0.077
C -2.21405 -1.39749 -1.44959 0.103 -0.110 0.019
H -2.75195 1.77662 -3.45722 0.027 -0.007 -0.061
H -0.67681 2.43681 -4.65267 0.006 0.035 0.010
H 1.43235 2.69542 -3.38950 0.009 -0.028 0.023
H 1.48430 2.27417 -0.95249 -0.031 -0.021 0.005
H -0.60235 1.61487 0.23005 0.004 -0.012 -0.027
H -5.07403 -0.05500 -2.67581 -0.005 -0.004 0.008
H -5.09288 -2.21773 -3.90039 -0.013 -0.016 0.035
H -3.30057 -3.87131 -3.49185 0.011 0.008 -0.007
H -1.43296 -3.31901 -1.94811 -0.008 -0.032 -0.012
H -1.38826 -1.14494 -0.79573 0.032 0.071 0.066
O -1.94215 7.22292 1.14088 0.154 -0.087 0.060
S -1.46200 5.91466 0.73963 -0.026 0.335 0.083
O -1.85410 5.51821 -0.59025 0.148 -0.274 -0.028
N -1.80323 4.79960 1.87044 0.093 0.236 -0.411
C -0.72044 4.41738 2.52752 -0.318 -0.095 0.611
S -0.70713 3.43564 3.88436 0.052 -0.035 -0.138
C 0.55033 5.01464 2.01135 0.255 0.181 -0.329
C 1.84145 4.80976 2.47164 -0.037 0.012 -0.033
C 2.88397 5.47238 1.83822 0.022 -0.063 -0.033
C 2.64162 6.32830 0.76733 -0.016 0.020 -0.038
C 1.34549 6.54351 0.31456 -0.076 0.134 -0.142
C 0.32112 5.87477 0.94877 -0.313 -0.305 0.326
H 2.00383 4.14355 3.30794 -0.016 -0.047 -0.005
H 3.90237 5.30596 2.16864 0.000 0.028 0.015
H 3.46868 6.82955 0.27886 0.013 0.003 0.008
H 1.14102 7.21650 -0.50882 0.020 -0.007 -0.016
```
Positions in Å, forces in eV/Å.

- Spin multiplicity: 2
- Total charge: -2
- HOMO (alpha / beta): -2.26 / -2.21 eV
- Relative energy (zero: lowest compared OMol25 entry of this formula, charge and spin): 144.71 kJ/mol
- LUMO energy (alpha / beta): 4.07 / 3.08 eV
- Energy: -94237.4880 eV



Entry 2:
Density functional theory data (the ωB97M-V functional and the def2-TZVPD basis) for a gas-phase ion, C28H23N2O6S2 (charge -1) in a non-equilibrium geometry.

```
61
Properties=species:S:1:pos:R:3:forces:R:3
C -4.89331 3.76746 -2.59654 0.216 -0.134 0.027
C -4.88464 2.75105 -1.63756 0.429 -0.246 -0.117
C -3.79501 1.87211 -1.56460 -0.112 -0.064 0.103
C -2.71553 1.99619 -2.44492 -0.193 0.429 0.280
S -1.34704 0.79533 -2.36155 1.200 0.613 0.803
C -0.49714 1.17114 -0.70225 -1.410 2.750 -2.967
C 0.48279 2.33554 -0.81356 -0.344 -0.054 -0.310
C 0.05445 3.57090 -0.31880 0.197 0.201 -0.327
C 0.87700 4.69602 -0.40138 0.188 -0.388 -0.091
C 2.13944 4.58354 -1.00167 -0.289 -0.418 0.166
C 2.57636 3.34267 -1.48814 -0.420 -0.073 0.163
C 1.75350 2.20937 -1.37385 0.271 0.459 -0.219
O -1.99371 -0.49041 -2.35218 -0.131 -0.040 0.126
O -0.38950 1.17950 -3.36830 -0.456 -0.208 -0.531
C -2.71858 3.02555 -3.38704 0.035 0.085 -0.150
C -3.81151 3.90627 -3.47033 0.164 -0.394 0.189
H -5.73904 4.45512 -2.64957 0.239 -0.183 -0.031
H -5.71992 2.62221 -0.94601 0.285 0.105 -0.209
H -3.77875 1.08200 -0.80950 -0.043 0.241 -0.227
H -1.39903 1.58404 -0.23927 0.169 0.073 0.300
H -0.93898 3.62714 0.12392 0.229 0.096 0.014
H 0.52643 5.63920 0.02046 0.180 -0.195 -0.185
H 2.78841 5.45079 -1.06178 -0.039 -0.047 -0.060
H 3.55028 3.25594 -1.97728 -0.289 0.019 0.244
H 2.09456 1.24618 -1.75422 -0.132 0.282 0.075
H -1.86756 3.13141 -4.06547 -0.265 -0.068 0.264
H -3.81321 4.69278 -4.22636 0.034 -0.204 0.235
C -0.23410 -6.87166 1.97600 -0.057 -0.154 0.092
C 0.16606 -5.63809 1.21644 0.103 0.178 -0.126
C 1.49327 -5.47237 0.81644 0.001 0.129 -0.115
C 1.89125 -4.33531 0.11872 -0.146 0.238 0.274
C 0.95803 -3.33007 -0.15716 0.022 -0.555 -0.200
S 1.46892 -1.86152 -1.03284 -0.742 2.528 1.115
O 2.89132 -1.90099 -1.25413 -0.641 -0.441 0.009
O 0.54520 -1.57931 -2.09254 0.379 -0.603 0.097
N 1.19853 -0.53801 0.06517 0.789 -1.604 -1.551
C 1.93503 -0.51486 1.26384 -0.134 0.387 1.298
C 3.02386 -1.26882 1.65126 -0.029 0.061 -0.207
C 3.46353 -1.17745 2.97320 -0.030 0.864 0.964
C 2.90596 -0.22462 3.86132 0.304 -0.640 -0.330
C 1.84579 0.58826 3.45886 -0.163 -0.087 -0.418
C 1.31407 0.38378 2.17595 0.733 -0.556 0.172
C 0.13140 0.83727 1.56440 -1.851 1.972 1.121
N -0.74383 1.75880 2.13824 1.129 -1.682 -0.769
O -0.41569 2.34423 3.20285 -0.302 -0.140 -0.475
O -1.87329 1.96968 1.57980 0.192 0.055 0.441
C -0.10375 0.16651 0.23049 -0.028 -2.896 1.949
C -0.38727 -3.51070 0.18413 0.296 0.092 0.106
C -0.76742 -4.65187 0.88658 0.035 -0.007 -0.028
H -1.30691 -6.86898 2.18989 0.164 -0.043 -0.003
H 0.00310 -7.77538 1.40066 -0.078 0.149 0.094
H 0.30924 -6.94377 2.92693 -0.124 0.049 -0.163
H 2.22612 -6.24522 1.06393 -0.195 0.249 -0.124
H 2.92449 -4.20880 -0.18507 -0.111 0.059 0.018
H 3.54064 -1.87724 0.92414 -0.016 -0.216 0.190
H 4.26802 -1.82728 3.31939 -0.107 0.240 -0.137
H 3.28125 -0.13148 4.88831 -0.051 -0.120 -0.476
H 1.35987 1.33848 4.08367 0.317 -0.376 -0.075
H -0.92025 -0.58442 0.32697 0.219 0.183 -0.141
H -1.12308 -2.76105 -0.08704 0.074 -0.052 -0.010
H -1.81010 -4.78681 1.18896 0.335 0.101 -0.158
```
Positions in Å, forces in eV/Å.

- Total charge: -1
- HOMO: -3.50 eV
- LUMO energy: 2.44 eV
- Energy: -66342.8013 eV
- Structure (SMILES): Cc1ccc(S(=O)(=O)N2c3ccccc3C(=[N+]([O-])[O-])[C@H]2[C@@H](c2ccccc2)S(=O)(=O)c2ccccc2)cc1